A structure of composition C49H62IN7OSeW. Source: OMol25; level of theory: ωB97M-V/def2-TZVPD.

As for the charge: 0. Its spin multiplicity is 3. Its expectation value of S² is 2.032. Its energy relative to the best compared isomer or geometry (same formula, charge and spin) is 1057.14 kJ/mol. The energy is -5128.79965 Ha. As for the LUMO energy (spin up / spin down): -1.5 / -2.3 eV. The calculation puts the highest occupied orbital energy (spin up / spin down) at -6.3 / -6.3 eV. For the orbital gap (spin up / spin down), the calculation gives 4.763 / 3.943 eV.

```
122
Properties=species:S:1:pos:R:3:mulliken_charge:R:1
W 0.15 0.04 -0.22 1.735
C -1.38 1.46 -5.50 -1.494
C -1.58 0.66 -4.21 1.104
C -1.21 1.45 -3.00 -0.007
C -1.91 2.43 -2.40 0.625
C -3.26 2.98 -2.68 -0.933
C -4.32 2.46 -1.71 -0.875
C -0.94 3.04 -1.39 -0.792
C 0.24 3.78 -2.10 -1.497
C 0.90 2.79 -2.69 -0.198
C 2.22 2.21 -3.14 1.503
C 3.30 3.21 -3.52 -0.866
C 4.69 2.62 -3.77 -1.432
C 1.99 0.95 -4.09 0.599
C 1.49 -0.08 -3.35 -0.914
C 1.46 -1.53 -3.29 -1.229
C 1.52 -2.16 -2.08 -0.249
N 1.36 -1.58 -0.83 0.704
C 2.17 -2.24 0.07 0.786
C 2.79 -1.60 1.11 -1.788
C 2.92 -0.15 1.06 0.068
N 2.04 0.54 0.28 0.309
C 2.68 1.60 -0.36 -0.129
C 2.45 1.34 -1.85 -1.214
C 0.14 1.55 -2.29 1.704
N -0.28 1.82 -0.92 -0.115
C 3.93 1.72 0.26 0.838
C 4.07 0.65 1.19 0.235
C 5.31 0.29 1.94 -1.567
C 6.34 -0.42 1.06 -0.972
C 4.97 2.73 -0.08 -0.705
C 4.51 4.16 0.23 -1.497
C 2.47 -3.56 -0.53 0.399
C 2.08 -3.51 -1.82 -0.022
C 2.26 -4.55 -2.88 -0.984
C 0.93 -5.18 -3.30 -1.164
C 3.24 -4.63 0.17 -1.556
C 4.75 -4.47 -0.01 -0.796
N 1.18 0.54 -2.08 -0.399
C 2.35 0.96 -5.54 -0.050
C 1.83 -0.23 -6.33 -1.544
H -1.66 0.85 -6.36 0.446
H -0.34 1.78 -5.62 0.200
H -2.01 2.35 -5.50 0.384
H -1.00 -0.26 -4.25 -0.198
H -2.62 0.35 -4.11 -0.608
H -3.56 2.73 -3.70 0.343
H -3.21 4.07 -2.61 0.364
H -4.49 1.39 -1.88 0.027
H -5.28 2.95 -1.88 0.464
H -4.02 2.63 -0.67 0.153
H 0.43 4.84 -2.04 0.600
H 3.35 3.93 -2.70 0.556
H 2.97 3.77 -4.39 0.455
H 4.91 1.79 -3.10 0.263
H 5.46 3.38 -3.60 0.477
H 4.81 2.27 -4.79 0.376
H 1.63 -2.11 -4.18 0.410
H 3.46 -2.16 1.76 0.810
H 3.24 0.62 -2.10 1.257
H 5.05 -0.36 2.79 0.436
H 5.75 1.19 2.38 0.549
H 5.92 -1.32 0.61 0.067
H 7.23 -0.70 1.63 0.443
H 6.66 0.23 0.24 0.297
H 5.24 2.66 -1.14 0.052
H 5.89 2.52 0.48 0.502
H 3.59 4.39 -0.31 0.211
H 5.28 4.89 -0.05 0.478
H 4.31 4.27 1.30 0.362
H 2.94 -5.32 -2.52 0.461
H 2.74 -4.09 -3.75 0.383
H 0.46 -5.69 -2.45 0.287
H 1.08 -5.92 -4.09 0.485
H 0.23 -4.43 -3.66 0.153
H 2.93 -5.61 -0.22 0.543
H 2.99 -4.63 1.23 0.472
H 5.02 -4.48 -1.06 0.284
H 5.29 -5.27 0.50 0.438
H 5.09 -3.52 0.40 -0.052
H 3.44 1.03 -5.66 0.164
H 1.96 1.89 -5.98 0.440
H 2.35 -1.15 -6.04 0.317
H 2.00 -0.09 -7.40 0.462
H 0.76 -0.37 -6.17 0.290
Se -0.13 -0.52 2.82 0.442
N -0.26 -1.39 1.25 0.558
C -1.11 -2.45 1.43 0.682
C -1.36 -3.46 0.50 -0.183
C -2.35 -4.37 0.79 -0.814
C -3.09 -4.31 1.99 -0.743
C -2.85 -3.34 2.92 -0.776
C -1.84 -2.37 2.67 0.196
N -1.54 -1.40 3.54 -0.886
H -0.80 -3.49 -0.43 0.419
H -2.57 -5.15 0.07 0.464
H -3.86 -5.05 2.17 0.397
H -3.40 -3.29 3.85 0.497
C -1.09 2.32 3.76 -1.881
C -0.29 2.32 2.45 2.360
C -0.73 3.54 1.63 -1.592
C 1.20 2.47 2.77 -1.499
C -0.61 1.01 1.70 -1.336
H -0.92 3.24 4.31 0.498
H -0.80 1.49 4.42 0.392
H -2.16 2.23 3.57 0.402
H -0.69 4.43 2.27 0.593
H -1.76 3.44 1.26 0.186
H -0.07 3.70 0.79 0.249
H 1.36 3.39 3.33 0.512
H 1.80 2.51 1.86 0.177
H 1.57 1.64 3.38 0.289
H -1.70 0.90 1.58 1.160
N -3.48 -1.14 -1.12 -0.403
C -2.28 -1.44 -1.75 -0.443
O -1.25 -0.73 -1.18 0.542
C -2.06 -2.33 -2.72 -1.269
I -5.31 -0.64 -4.14 -0.734
H -3.53 -0.17 -0.86 0.038
H -4.28 -1.36 -1.71 0.322
H -2.91 -2.79 -3.20 0.321
H -1.06 -2.51 -3.07 -0.061
```